Entry 1:
Entry from the OMol25 dataset: an isolated molecule of C20H27BrN4O6 (ωB97M-V/def2-TZVPD).

The geometry in XYZ format:
```
58
C20H27BrN4O6 | the OMol25 dataset | ωB97M-V/def2-TZVPD
C 4.40 2.93 1.60
H 4.22 2.13 2.31
H 3.94 3.84 1.98
C 3.85 2.59 0.22
C 4.58 1.44 -0.47
C 4.55 0.10 0.26
H 4.68 0.25 1.33
H 5.39 -0.51 -0.09
C 3.30 -0.74 0.02
N 2.04 -0.12 0.46
C 1.94 0.27 1.74
O 2.78 0.01 2.58
C 0.74 1.12 2.20
H 1.17 1.99 2.71
H 0.17 0.53 2.92
O -0.14 1.63 1.20
C -1.30 0.99 1.05
O -1.63 0.02 1.69
C -2.09 1.58 -0.03
C -1.83 2.64 -0.87
C -2.91 2.69 -1.77
C -3.74 1.67 -1.41
O -3.27 1.00 -0.36
Br -5.35 1.09 -2.11
H -3.06 3.38 -2.58
H -0.97 3.27 -0.85
C 0.95 -0.24 -0.45
C 0.03 -1.25 -0.28
N 0.13 -2.16 0.73
H -0.73 -2.52 1.12
H 0.84 -1.96 1.42
N -1.01 -1.40 -1.16
C -1.23 -0.51 -2.20
O -2.21 -0.56 -2.90
N -0.25 0.43 -2.37
C 0.87 0.66 -1.57
O 1.63 1.56 -1.85
H -0.37 1.06 -3.15
C -1.94 -2.53 -1.07
C -3.15 -2.23 -0.19
C -3.96 -3.49 0.09
C -5.20 -3.18 0.91
H -5.85 -2.48 0.38
H -5.77 -4.08 1.12
H -4.93 -2.72 1.86
H -4.26 -3.94 -0.86
H -3.34 -4.21 0.62
H -3.78 -1.50 -0.71
H -2.84 -1.77 0.75
H -1.39 -3.40 -0.71
H -2.28 -2.73 -2.09
H 3.19 -0.93 -1.05
H 3.42 -1.70 0.53
H 5.63 1.74 -0.59
H 4.15 1.32 -1.47
H 2.79 2.36 0.29
H 3.94 3.47 -0.42
H 5.48 3.10 1.55
```

## Properties
- Relative energy (zero: lowest compared OMol25 entry of this formula, charge and spin): 0.120 eV
- Structure (SMILES): CCCCCN(C(=O)COC(=O)c1ccc(Br)o1)c1c(N)n(CCCC)c(=O)[nH]c1=O
- Lowest unoccupied orbital energy: 0.0057 hartree
- HOMO-LUMO gap: 8.8188 eV

Entry 2:
Entry from the OMol25 dataset: an isolated molecule of C15H23ClN4O4S (ωB97M-V/def2-TZVPD).

The geometry in XYZ format:
```
48
C15H23ClN4O4S | the OMol25 dataset | ωB97M-V/def2-TZVPD
C 2.11 2.40 2.23
O 1.27 3.00 1.26
C 1.61 2.81 -0.10
C 1.38 1.36 -0.55
O 1.88 0.92 -1.57
N 0.54 0.67 0.24
C 0.14 -0.70 0.02
C -0.45 -1.28 1.30
C -1.34 -2.48 1.03
O -0.65 -3.38 0.19
N -1.19 -0.29 2.04
C -0.78 0.25 3.22
O 0.21 -0.14 3.80
C -1.60 1.42 3.73
C -1.44 2.61 2.83
C -2.22 3.00 1.73
C -1.58 4.11 1.22
Cl -1.96 5.10 -0.11
N -0.49 4.33 2.01
C 0.50 5.38 1.91
N -0.41 3.43 2.99
C 0.66 3.75 -0.87
C 1.40 5.03 -1.29
S 2.96 5.08 -0.37
C 3.04 3.27 -0.39
H 1.59 2.46 3.19
H 2.31 1.35 2.02
H 3.06 2.94 2.33
H 0.20 1.13 1.06
H -0.58 -0.76 -0.81
H 1.00 -1.30 -0.28
H 0.38 -1.62 1.92
H -1.61 -2.96 1.98
H -2.28 -2.16 0.55
H -1.18 -4.18 0.08
H -1.99 0.13 1.58
H -2.65 1.13 3.82
H -1.24 1.65 4.73
H -3.11 2.54 1.34
H 0.32 6.12 2.69
H 1.49 4.94 2.04
H 0.44 5.85 0.94
H 0.25 3.26 -1.75
H -0.19 3.99 -0.23
H 1.63 5.02 -2.35
H 0.83 5.93 -1.07
H 3.76 2.92 0.34
H 3.37 2.94 -1.37
```

## Properties
- Relative energy (zero: lowest compared OMol25 entry of this formula, charge and spin): 1.684 eV
- Structure (SMILES): CO[C@@]1(C(=O)NC[C@H](CO)NC(=O)Cc2cc(Cl)n(C)n2)CCSC1
- Lowest unoccupied orbital energy: 0.0174 hartree
- HOMO-LUMO gap: 8.9902 eV

Entry 3:
Entry from the OMol25 dataset: a structure of composition C12H24As2F12O12Tl (ωB97M-V/def2-TZVPD).

The geometry in XYZ format:
```
63
C12H24As2F12O12Tl | the OMol25 dataset | ωB97M-V/def2-TZVPD
Tl -0.63 0.61 -0.01
As -1.92 4.88 -1.47
F -0.31 5.29 -0.71
F -2.57 4.87 0.23
F -3.47 4.26 -2.19
F -1.11 4.82 -3.14
F -1.42 3.09 -1.29
F -2.47 6.58 -1.64
As -3.15 1.42 2.98
F -4.06 0.18 2.09
F -4.60 2.53 2.82
F -2.21 2.60 3.92
F -1.70 0.33 2.85
F -2.55 2.13 1.42
F -3.62 0.65 4.54
C 0.01 -1.19 4.53
O 1.44 -1.15 4.24
C 1.80 -0.72 3.03
O 1.11 -0.63 2.01
O 3.08 -0.36 2.97
C 3.97 -0.58 4.04
H -0.14 -1.40 5.58
H -0.34 -2.08 4.01
H -0.43 -0.22 4.29
H 3.79 0.01 4.93
H 5.01 -0.36 3.78
H 3.93 -1.61 4.42
C 1.48 -3.87 1.83
O 0.83 -4.28 0.61
C 0.22 -3.47 -0.26
O 0.23 -2.20 -0.28
O -0.42 -4.21 -1.20
C -0.56 -5.61 -1.11
H 2.42 -3.34 1.67
H 1.70 -4.77 2.40
H 0.81 -3.15 2.31
H -1.04 -5.89 -2.04
H -1.16 -5.79 -0.22
H 0.35 -6.21 -1.11
C -4.14 -3.02 -3.92
O -3.50 -2.24 -2.91
C -2.24 -1.88 -2.97
O -1.84 -1.08 -2.13
O -1.52 -2.57 -3.89
C -0.12 -2.50 -4.01
H -4.19 -2.49 -4.87
H -5.17 -3.22 -3.63
H -3.66 -3.99 -4.06
H 0.20 -1.68 -4.64
H 0.13 -3.47 -4.45
H 0.34 -2.37 -3.03
C 3.72 4.03 0.43
O 3.08 4.17 -0.86
C 2.11 3.31 -1.29
O 1.64 2.41 -0.57
O 1.66 3.68 -2.50
C 2.25 4.68 -3.26
H 4.35 4.92 0.47
H 4.27 3.09 0.39
H 3.10 4.07 1.32
H 1.84 4.71 -4.27
H 3.33 4.64 -3.40
H 2.05 5.63 -2.76
```

## Properties
- Relative energy (zero: lowest compared OMol25 entry of this formula, charge and spin): 4.104 eV
- Lowest unoccupied orbital energy: -0.4123 hartree
- Net charge: +1
- HOMO-LUMO gap: 3.0532 eV

lowest unoccupied orbital energy of number 1 (C20H27BrN4O6)? 0.0057 hartree

Which value of relative energy (zero: lowest compared OMol25 entry of this formula, charge and spin) does entry 1 give? 0.120 eV